Record 1
Here is a molecular structure, C3H4MgO4 from the Open Molecules 2025 dataset. Energies are from wB97M-V/def2-TZVPD.

Last column: natural (NBO) charge in e.
Positions of all 12 atoms, in Å:
Mg  0.528  1.669  0.489  1.870
O  0.651  -0.359  0.160  -1.111
O  3.396  -0.716  -0.769  -0.407
O  2.409  1.272  -0.200  -0.777
O  -1.385  1.594  0.213  -0.863
C  -1.309  -0.785  0.077  -0.273
C  2.612  0.099  -0.459  1.072
C  -1.967  0.498  -0.158  0.312
H  -2.997  0.526  -0.534  0.204
H  -1.322  -1.105  1.130  0.229
H  -1.526  -1.575  -0.648  0.238
H  0.911  -1.117  0.698  0.506

Properties
E_tot = -617.4955 a.u.
total charge = +1
strongest force on any atom = 3.04 eV/Å
Kohn-Sham gap (spin up / spin down) = 0.2380 / 0.3714 hartree
spin multiplicity = 2

=====

Record 2
Here is C3H4N2 in the gas phase from the Open Molecules 2025 dataset. Energies are from wB97M-V/def2-TZVPD.

Last column: natural (NBO) charge in e.
Positions of all 9 atoms, in Å:
N  0.747  0.839  -0.872  -0.618
N  -1.416  0.473  -1.003  -0.086
C  -0.129  -0.586  0.757  -0.496
C  -1.259  -0.276  -0.001  -0.029
C  0.961  0.101  0.174  0.094
H  1.584  1.309  -1.232  0.381
H  1.957  -0.010  0.620  0.202
H  -2.327  -0.606  -0.114  0.310
H  -0.087  -1.220  1.630  0.242

Properties
E_tot = -226.0809 a.u.
total charge = 0
strongest force on any atom = 2.62 eV/Å
Kohn-Sham gap (spin up / spin down) = 0.2853 / 0.2854 hartree

=====

Record 3
Here is C3H4N2 in the gas phase from the Open Molecules 2025 dataset. Energies are from wB97M-V/def2-TZVPD.

Last column: natural (NBO) charge in e.
Positions of all 9 atoms, in Å:
N  0.464  1.304  -0.288  -0.438
N  -0.197  -0.815  -0.568  -0.569
C  0.350  0.680  0.947  -0.099
C  -0.018  -0.612  0.795  -0.102
C  0.104  0.406  -1.154  0.176
H  -1.116  -1.204  -0.718  0.409
H  -0.184  -1.436  1.474  0.216
H  0.487  1.230  1.863  0.210
H  0.119  0.538  -2.232  0.197

Properties
E_tot = -226.2085 a.u.
total charge = 0
strongest force on any atom = 1.11 eV/Å
Kohn-Sham gap = 0.3731 hartree
structure (SMILES) = c1c[nH]cn1

=====

Record 4
Here is C3H4N2 in the gas phase from the Open Molecules 2025 dataset. Energies are from wB97M-V/def2-TZVPD.

Last column: natural (NBO) charge in e.
Positions of all 9 atoms, in Å:
N  0.006  0.469  1.309  -0.547
N  -1.774  -0.639  -1.756  -0.607
C  -0.112  0.305  -0.107  -0.128
C  1.201  0.147  0.486  -0.231
C  -0.967  -0.167  -0.952  0.384
H  -0.002  1.458  1.555  0.357
H  1.959  0.912  0.327  0.202
H  -1.886  -1.620  -1.484  0.367
H  1.575  -0.867  0.622  0.202

Properties
E_tot = -226.1050 a.u.
total charge = 0
strongest force on any atom = 0.55 eV/Å
Kohn-Sham gap = 0.3555 hartree
structure (SMILES) = N=C=C1CN1

=====

Record 5
Here is a molecular structure, C3H4N2 from the Open Molecules 2025 dataset. Energies are from wB97M-V/def2-TZVPD.

Last column: natural (NBO) charge in e.
Positions of all 9 atoms, in Å:
N  -0.974  -0.776  0.460  -0.266
N  -0.265  -1.766  0.666  -0.234
C  0.758  0.944  -0.017  -0.331
C  -0.630  0.446  -0.158  -0.183
C  1.303  -0.180  -0.366  0.003
H  1.066  1.967  0.214  0.220
H  -1.380  0.878  -0.824  0.210
H  2.061  -0.780  -0.844  0.231
H  -1.950  -0.713  0.852  0.348

Properties
E_tot = -225.9633 a.u.
total charge = 0
strongest force on any atom = 1.70 eV/Å
Kohn-Sham gap (spin up / spin down) = 0.2734 / 0.2735 hartree

=====

Record 6
Here is C3H4N2 in the gas phase from the Open Molecules 2025 dataset. Energies are from wB97M-V/def2-TZVPD.

Last column: natural (NBO) charge in e.
Positions of all 9 atoms, in Å:
N  -0.931  -0.543  -0.046  -0.196
N  0.144  -1.208  -0.113  -0.128
C  1.143  -0.153  0.040  -0.436
C  -0.811  0.828  0.182  -0.259
C  0.516  1.167  0.357  -0.165
H  -1.724  1.414  0.210  0.213
H  2.041  -0.535  0.537  0.255
H  -1.807  -1.050  -0.158  0.412
H  1.428  0.081  -1.010  0.304

Properties
E_tot = -226.0748 a.u.
total charge = 0
strongest force on any atom = 0.44 eV/Å
Kohn-Sham gap = 0.2985 hartree

=====

Record 7
Here is C3H4N2 in the gas phase from the Open Molecules 2025 dataset. Energies are from wB97M-V/def2-TZVPD.

Last column: natural (NBO) charge in e.
Positions of all 9 atoms, in Å:
N  -1.127  -0.636  0.078  -0.378
N  -0.034  -1.407  -0.034  -0.236
C  0.630  0.749  -0.032  -0.325
C  -0.734  0.806  -0.008  -0.094
C  0.998  -0.606  -0.055  -0.072
H  1.354  1.551  0.045  0.230
H  -1.175  1.817  0.187  0.243
H  -1.910  -1.280  -0.142  0.428
H  1.999  -0.992  -0.038  0.204

Properties
E_tot = -226.1722 a.u.
total charge = 0
strongest force on any atom = 2.03 eV/Å
Kohn-Sham gap = 0.3897 hartree
structure (SMILES) = c1cn[nH]c1

=====

Record 8
Here is C3H4N2 in the gas phase from the Open Molecules 2025 dataset. Energies are from wB97M-V/def2-TZVPD.

Last column: natural (NBO) charge in e.
Positions of all 9 atoms, in Å:
N  2.517  0.559  -0.576  -0.228
N  -0.617  0.156  1.054  -0.553
C  1.674  -0.147  -0.201  0.202
C  0.284  0.285  -0.063  -0.175
C  -1.009  -0.372  -0.261  -0.242
H  -0.360  -0.595  1.689  0.360
H  -1.128  -1.441  -0.399  0.208
H  -1.708  0.259  -0.801  0.205
H  0.348  1.295  -0.442  0.222

Properties
E_tot = -226.1192 a.u.
total charge = 0
strongest force on any atom = 2.23 eV/Å
Kohn-Sham gap = 0.3728 hartree
structure (SMILES) = N#C[C@H]1CN1

=====

Record 9
Here is C3H4N2 in the gas phase from the Open Molecules 2025 dataset. Energies are from wB97M-V/def2-TZVPD.

Last column: natural (NBO) charge in e.
Positions of all 9 atoms, in Å:
N  2.817  -0.138  0.336  -0.381
N  0.296  0.284  -0.686  -0.051
C  -0.714  0.599  0.226  -0.257
C  1.776  0.149  0.000  0.036
C  -0.656  -0.767  -0.341  -0.265
H  -0.320  0.837  1.184  0.217
H  -1.497  1.414  -0.156  0.244
H  -1.438  -0.997  -0.999  0.237
H  -0.264  -1.381  0.435  0.220

Properties
E_tot = -225.9166 a.u.
total charge = 0
strongest force on any atom = 5.06 eV/Å
Kohn-Sham gap (spin up / spin down) = 0.2344 / 0.2765 hartree
spin multiplicity = 3

=====

Record 10
Here is C3H4N2O in the gas phase from the Open Molecules 2025 dataset. Energies are from wB97M-V/def2-TZVPD.

Last column: natural (NBO) charge in e.
Positions of all 10 atoms, in Å:
O  -1.319  0.197  -0.435  -0.371
N  -0.920  -1.167  -0.184  -0.331
N  0.074  0.189  1.364  -0.422
C  -0.343  -0.990  1.136  0.229
C  0.746  1.230  -0.755  -0.477
C  -0.178  0.773  0.080  0.374
H  -0.240  -1.846  1.794  0.205
H  -0.051  -1.151  -0.777  0.347
H  1.752  1.434  -0.422  0.222
H  0.479  1.332  -1.800  0.224

Properties
E_tot = -301.3362 a.u.
total charge = 0
strongest force on any atom = 1.02 eV/Å
Kohn-Sham gap = 0.3910 hartree
structure (SMILES) = C=C1N=CNO1

=====

Q: Which energy relative to the best compared isomer or geometry (same formula, charge and spin) values were calculated for the entries above? A: 0.0, 378.9, 43.9, 315.7, 687.5, 394.7, 139.0, 278.4, 290.3, 396.6, in kJ/mol.
Q: Which M values were calculated for the entries above? A: 128.37, 68.08, 68.08, 68.08, 68.08, 68.08, 68.08, 68.08, 68.08, 84.08, in g mol⁻¹.